Record 1
A cluster of 2 separate species, C3H9BrNO in total at a distorted geometry, computed with the ωB97M-V functional and the def2-TZVPD basis.

Geometry as XYZ:
```
15
Properties=species:S:1:pos:R:3:lowdin_charge:R:1
C 0.704 -0.901 -0.114 0.053
C -1.620 -1.425 -1.282 -0.501
C 0.707 0.629 -0.090 -0.435
N -0.208 1.229 0.977 0.233
O 1.959 1.037 0.301 0.043
Br -2.487 0.202 -1.269 0.721
H 0.738 -1.424 0.890 0.095
H 1.372 -1.399 -0.782 0.068
H -1.608 -2.099 -0.465 -0.015
H -0.882 -1.694 -2.111 0.049
H 0.319 0.895 -1.043 0.116
H -0.959 1.886 0.588 0.178
H 0.351 1.709 1.627 0.138
H -0.598 0.546 1.594 0.150
H 2.212 0.810 1.180 0.106
```

**Relative energy (zero: lowest compared OMol25 entry of this formula, charge and spin)**: 359.7 kJ/mol
**Orbital gap (spin up / spin down)**: 8.10 / 9.29 eV
**Charge**: +1
**LUMO level (spin up / spin down)**: -4.325 / -3.940 eV
**2S+1**: 1

=====

Record 2
An isolated molecule of C3H9BrNPS at a distorted geometry, computed with the ωB97M-V functional and the def2-TZVPD basis.

Geometry as XYZ:
```
16
Properties=species:S:1:pos:R:3:lowdin_charge:R:1
C -1.189 0.104 1.290 -0.185
C -1.345 -0.458 -0.992 -0.173
C 2.034 -0.347 0.135 -0.330
N -0.750 0.434 -0.017 -0.495
P 0.767 0.843 -0.469 0.181
S 1.049 1.162 -2.760 -0.011
Br 1.433 2.433 0.918 0.361
H -0.731 -0.913 1.726 0.121
H -1.115 0.951 2.034 0.076
H -2.355 -0.095 1.315 0.120
H -0.988 -1.433 -0.600 0.091
H -2.454 -0.458 -1.082 0.100
H -0.952 -0.180 -1.992 -0.003
H 1.806 -1.152 -0.640 0.051
H 3.132 -0.146 0.054 0.069
H 1.658 -0.743 1.080 0.026
```

**Relative energy (zero: lowest compared OMol25 entry of this formula, charge and spin)**: 158.8 kJ/mol
**Structure (SMILES)**: CN(C)[P@@](C)(=S)Br
**Orbital gap**: 8.39 eV
**LUMO level**: -0.009 eV
**2S+1**: 1

=====

Record 3
A structure of composition C3H9Cl2N2 at a distorted geometry, computed with the ωB97M-V functional and the def2-TZVPD basis.

Geometry as XYZ:
```
16
Properties=species:S:1:pos:R:3:lowdin_charge:R:1
C -1.121 -0.358 -1.391 0.036
C -0.569 1.361 0.160 0.011
C 0.944 -0.448 -0.048 -0.107
N 1.437 -0.359 1.744 -0.885
N -0.437 -0.096 -0.108 -0.228
Cl 3.019 -0.996 1.916 0.605
Cl 0.196 -1.375 2.414 0.638
H -0.772 0.336 -2.041 0.063
H -0.627 -1.307 -1.848 0.159
H -2.178 -0.236 -1.396 0.116
H -0.445 1.943 -0.703 0.103
H -1.511 1.478 0.509 0.083
H 0.072 1.848 0.835 0.105
H 1.200 -1.391 -0.397 0.097
H 1.619 0.133 -0.497 0.084
H -0.826 -0.534 0.851 0.119
```

**Relative energy (zero: lowest compared OMol25 entry of this formula, charge and spin)**: 389.3 kJ/mol
**Orbital gap**: 9.75 eV
**Charge**: +1
**LUMO level**: -4.193 eV
**2S+1**: 1

=====

Record 4
A structure of composition C3H9ClGaLu at a distorted geometry, computed with the ωB97M-V functional and the def2-TZVPD basis.

Geometry as XYZ:
```
15
Properties=species:S:1:pos:R:3:lowdin_charge:R:1
Cl 2.975 -1.856 0.494 0.624
C 1.491 -1.165 -0.193 -0.648
C 1.440 0.374 -0.114 -0.298
C 0.201 0.889 0.639 -0.224
Ga -1.549 0.144 -0.185 0.341
H 0.658 -1.591 0.375 0.033
H 1.332 -1.483 -1.223 0.075
H 1.436 0.810 -1.116 0.117
H 2.293 0.804 0.439 0.134
H 0.184 1.978 0.528 0.073
H 0.277 0.640 1.702 0.090
H -1.222 -1.184 -0.993 -0.035
H -2.286 1.149 -1.278 -0.084
H -2.607 -0.204 1.055 -0.106
Lu -4.624 0.694 -0.130 1.907
```

**Orbital gap**: 3.08 eV
**Charge**: +2
**LUMO level**: -12.431 eV
**2S+1**: 1

=====

Record 5
A cluster of 2 separate species, C3H9ClN3 in total at a distorted geometry, computed with the ωB97M-V functional and the def2-TZVPD basis.

Geometry as XYZ:
```
16
Properties=species:S:1:pos:R:3:lowdin_charge:R:1
C 0.026 0.981 -0.316 -0.460
C -1.212 1.646 -0.859 -0.001
C -0.934 -1.256 0.386 -0.059
N 0.934 1.768 0.193 0.186
N -0.006 -0.373 -0.226 0.085
N 1.820 -1.240 0.307 -0.307
Cl 2.006 -1.474 2.009 0.731
H -2.128 1.085 -0.624 0.075
H -1.307 2.720 -0.539 0.122
H -1.205 1.613 -1.977 0.109
H -1.898 -0.793 0.246 0.106
H -0.926 -2.070 -0.241 0.070
H -0.913 -1.444 1.536 0.146
H 1.683 1.403 0.663 -0.004
H 1.475 -1.839 -0.448 0.114
H 2.585 -0.728 -0.111 0.088
```

**Relative energy (zero: lowest compared OMol25 entry of this formula, charge and spin)**: 623.2 kJ/mol
**Orbital gap (spin up / spin down)**: 7.08 / 7.11 eV
**Charge**: +1
**LUMO level (spin up / spin down)**: -7.110 / -6.952 eV
**2S+1**: 1

=====

Record 6
An isolated molecule of C3H9ClNO2PS at a distorted geometry, computed with the ωB97M-V functional and the def2-TZVPD basis.

Geometry as XYZ:
```
18
Properties=species:S:1:pos:R:3:lowdin_charge:R:1
C 0.928 0.935 -2.007 -0.121
C -1.673 -2.049 1.536 -0.170
C 0.229 1.584 -0.818 -0.201
N -0.576 -1.169 2.098 -0.234
O 1.263 0.560 1.956 -0.181
O -0.338 0.512 -0.002 -0.274
P 0.333 -0.419 1.110 0.307
S 1.911 -1.537 -0.106 0.164
Cl 2.158 -2.834 1.366 0.056
H 0.457 0.000 -2.447 0.110
H 0.917 1.672 -2.757 0.055
H 1.939 0.734 -1.969 0.026
H -1.785 -1.976 0.541 0.003
H -1.291 -3.046 1.883 0.074
H -2.607 -1.726 2.121 0.094
H -0.605 2.164 -1.302 0.144
H 0.966 2.054 -0.287 0.082
H 1.986 0.021 2.316 0.063
```

**Relative energy (zero: lowest compared OMol25 entry of this formula, charge and spin)**: 0.0 kJ/mol
**Structure (SMILES)**: CCO[P@@](O)(=NC)SCl
**Orbital gap**: 9.29 eV
**LUMO level**: 0.304 eV
**2S+1**: 1

=====

Record 7
A cluster of 2 separate species, C3H9ClNO2PS2 in total at a distorted geometry, computed with the ωB97M-V functional and the def2-TZVPD basis.

Geometry as XYZ:
```
19
Properties=species:S:1:pos:R:3:lowdin_charge:R:1
C -0.919 -0.206 -2.148 -0.128
C -1.198 -1.267 -1.093 -0.235
C -1.109 -0.708 0.325 -0.268
N 0.754 1.645 0.300 -0.128
O 2.246 0.093 1.889 -0.242
O 0.195 -0.808 0.880 -0.312
P 1.377 0.212 0.546 0.003
S 2.526 -0.527 -0.962 0.281
S 0.804 2.869 3.726 0.128
Cl -0.305 1.640 2.707 0.223
H -1.686 0.565 -2.124 0.075
H 0.045 0.265 -1.972 0.003
H -0.907 -0.653 -3.140 0.073
H -0.482 -2.087 -1.185 0.108
H -2.199 -1.677 -1.243 0.107
H -1.426 0.340 0.336 0.090
H -1.735 -1.286 1.012 0.122
H 1.417 2.374 0.102 0.029
H 2.603 -0.784 2.046 0.071
```

**Relative energy (zero: lowest compared OMol25 entry of this formula, charge and spin)**: 368.0 kJ/mol
**Orbital gap (spin up / spin down)**: 3.85 / 4.10 eV
**LUMO level (spin up / spin down)**: -4.247 / -4.153 eV
**2S+1**: 1

=====

Record 8
A cluster of 2 separate species, C3H9ClNPS in total at a distorted geometry, computed with the ωB97M-V functional and the def2-TZVPD basis.

Geometry as XYZ:
```
16
Properties=species:S:1:pos:R:3:lowdin_charge:R:1
C -2.606 -0.616 0.746 -0.174
C 2.278 0.608 -1.007 -0.212
C -1.381 0.233 0.417 -0.467
N 1.001 0.524 -0.429 -0.423
P 0.145 -0.780 0.228 0.438
S 3.504 -0.575 1.650 0.118
Cl -0.165 -1.781 -1.431 0.276
H -3.330 -0.059 1.115 0.003
H -2.982 -1.185 -0.052 0.038
H -2.377 -1.465 1.555 0.123
H 3.048 0.159 -0.133 -0.104
H 2.142 0.069 -1.932 0.063
H 2.735 1.542 -1.156 0.065
H -1.284 1.001 1.269 0.108
H -1.291 0.890 -0.476 0.068
H 0.561 1.438 -0.365 0.079
```

**Relative energy (zero: lowest compared OMol25 entry of this formula, charge and spin)**: 470.8 kJ/mol
**Orbital gap (spin up / spin down)**: 6.36 / 6.31 eV
**LUMO level (spin up / spin down)**: -2.156 / -2.295 eV
**2S+1**: 1

=====

Record 9
A structure of composition C3H9ClOSi at a distorted geometry, computed with the ωB97M-V functional and the def2-TZVPD basis.

Geometry as XYZ:
```
15
Properties=species:S:1:pos:R:3:lowdin_charge:R:1
C 0.689 -2.117 0.681 -0.139
C -1.998 0.765 -0.569 -0.212
C 1.236 1.756 0.246 -0.639
O -0.365 -1.160 0.397 -0.390
Si -0.265 0.126 -0.690 0.634
Cl 2.739 0.922 0.757 0.412
H 0.190 -3.003 1.263 0.113
H 1.398 -1.667 1.319 0.026
H 0.998 -2.385 -0.366 0.081
H -2.460 0.401 0.333 0.026
H -1.943 1.879 -0.442 0.041
H -2.503 0.483 -1.497 0.026
H 0.652 2.115 1.163 0.025
H 1.442 2.444 -0.615 -0.002
H 0.191 -0.558 -1.982 -0.002
```

**Relative energy (zero: lowest compared OMol25 entry of this formula, charge and spin)**: 394.2 kJ/mol
**Orbital gap**: 9.57 eV
**LUMO level**: 0.784 eV
**2S+1**: 1

=====

Record 10
An isolated molecule of C3H9F3N2P2 at a distorted geometry, computed with the ωB97M-V functional and the def2-TZVPD basis.

Geometry as XYZ:
```
19
Properties=species:S:1:pos:R:3:lowdin_charge:R:1
C -2.494 2.768 0.643 -0.227
C 0.761 -2.522 0.464 -0.179
C 0.730 1.055 -1.606 -0.282
N 0.085 1.005 0.969 -0.383
N 1.093 -1.273 -0.229 -0.307
F 0.034 3.650 1.248 -0.223
F -0.982 2.388 2.933 -0.168
F -2.424 2.705 -0.735 -0.076
P -0.798 2.206 1.354 0.599
P -0.249 -0.135 -0.456 0.827
H -2.410 3.854 1.051 0.120
H -3.197 2.150 1.171 0.079
H 1.056 -3.371 -0.082 0.058
H 1.318 -2.515 1.316 0.047
H -0.199 -2.664 0.637 0.009
H -0.004 1.879 -1.728 0.014
H 1.555 1.199 -1.008 -0.023
H 0.737 0.472 -2.591 0.051
H 1.979 -0.827 -0.047 0.062
```

**Relative energy (zero: lowest compared OMol25 entry of this formula, charge and spin)**: 162.4 kJ/mol
**Structure (SMILES)**: CNP(C)N=P(F)(F)CF
**Orbital gap**: 9.66 eV
**LUMO level**: 0.735 eV
**2S+1**: 1

=====

Record 11
A structure of composition C3H9FIN3O2S at a distorted geometry, computed with the ωB97M-V functional and the def2-TZVPD basis.

Geometry as XYZ:
```
20
Properties=species:S:1:pos:R:3:lowdin_charge:R:1
C 1.801 0.550 -0.561 -0.129
C -1.214 2.515 -0.735 -0.182
C -0.246 -2.466 1.509 -0.148
N 0.421 0.879 -0.806 -0.370
N -0.043 1.925 -0.128 -0.575
N 0.735 -1.793 0.718 -0.114
O -1.807 -0.259 -0.075 -0.371
O -0.539 -1.270 -1.925 -0.276
F 1.234 -2.670 -0.239 -0.106
S -0.551 -0.579 -0.680 0.707
I -0.276 1.621 1.956 0.876
H 2.024 -0.361 -1.107 0.080
H 2.428 1.364 -0.922 0.097
H 1.988 0.388 0.506 0.041
H -0.941 2.784 -1.757 0.094
H -2.075 1.842 -0.762 0.064
H -1.467 3.416 -0.179 0.068
H -1.035 -2.932 0.907 0.088
H 0.245 -3.237 2.110 0.094
H -0.683 -1.720 2.170 0.061
```

**Relative energy (zero: lowest compared OMol25 entry of this formula, charge and spin)**: 172.6 kJ/mol
**Orbital gap (spin up / spin down)**: 7.98 / 7.98 eV
**LUMO level (spin up / spin down)**: -0.915 / -0.914 eV
**2S+1**: 1

=====

Record 12
An isolated molecule of C3H9FN2O at a distorted geometry, computed with the ωB97M-V functional and the def2-TZVPD basis.

Geometry as XYZ:
```
16
Properties=species:S:1:pos:R:3:lowdin_charge:R:1
C -1.304 -0.551 0.324 -0.186
C -0.568 0.594 -0.373 -0.257
C 0.916 0.799 0.179 -0.105
H -2.981 0.157 -0.351 -0.021
H -3.095 -1.375 0.140 0.023
H -1.337 -0.376 1.371 0.105
H -0.765 -1.464 -0.110 0.149
H -0.687 0.215 -1.263 0.086
H 1.058 0.574 1.129 0.076
H 1.237 1.685 -0.058 0.069
H 3.554 0.103 -0.741 0.065
H 3.225 -1.161 0.439 0.177
N -2.652 -0.669 -0.277 0.067
N 2.971 -0.059 0.066 -0.018
O 1.693 -0.213 -0.450 -0.229
F -1.263 1.742 -0.027 -0.001
```

**Relative energy (zero: lowest compared OMol25 entry of this formula, charge and spin)**: 59.3 kJ/mol
**Structure (SMILES)**: NC[C@@H](F)CON
**Orbital gap**: 10.36 eV
**LUMO level**: 0.975 eV
**2S+1**: 1

=====

Record 13
A cluster of 2 separate species, C3H9IN in total at a distorted geometry, computed with the ωB97M-V functional and the def2-TZVPD basis.

Geometry as XYZ:
```
14
Properties=species:S:1:pos:R:3:lowdin_charge:R:1
C 0.248 1.527 -0.144 -0.176
C -1.395 -0.856 -0.048 0.020
C 0.826 0.198 0.154 -0.808
N 0.116 -1.050 -0.262 -0.091
I 3.015 0.042 -0.020 0.865
H 0.926 2.385 0.007 0.094
H -0.022 1.651 -1.197 0.099
H -0.589 1.663 0.554 0.089
H -1.703 -1.911 -0.050 0.105
H -1.476 -0.425 0.995 0.111
H -1.748 -0.069 -0.853 0.151
H 0.686 -0.031 1.620 0.213
H 0.635 -1.779 0.382 0.197
H 0.480 -1.344 -1.139 0.132
```

**Relative energy (zero: lowest compared OMol25 entry of this formula, charge and spin)**: 235.3 kJ/mol
**Orbital gap**: 9.67 eV
**Charge**: +1
**LUMO level**: -4.079 eV
**2S+1**: 1

=====

Record 14
The ion C3H9IN3 with charge +1 at a distorted geometry, computed with the ωB97M-V functional and the def2-TZVPD basis.

Geometry as XYZ:
```
16
Properties=species:S:1:pos:R:3:lowdin_charge:R:1
C -0.849 -2.009 -0.059 0.050
C 1.579 0.506 0.100 -0.630
C -0.127 0.425 0.386 -0.338
N 0.057 2.627 0.637 0.120
N -0.723 1.709 0.374 -0.032
N -0.857 -0.477 -0.562 0.010
I 2.391 -0.674 -1.363 0.969
H 0.152 -2.336 -0.023 0.035
H -1.349 -2.104 0.882 0.092
H -1.365 -2.584 -0.852 0.112
H 2.137 0.374 1.008 0.037
H 1.734 1.491 -0.113 -0.032
H -0.230 -0.004 1.469 0.185
H -0.338 3.551 0.422 0.103
H -1.792 -0.117 -0.717 0.153
H -0.421 -0.378 -1.589 0.167
```

**Relative energy (zero: lowest compared OMol25 entry of this formula, charge and spin)**: 240.7 kJ/mol
**Structure (SMILES)**: [H]/N=N/[C@H](CI)[NH2+]C
**Orbital gap**: 9.42 eV
**Charge**: +1
**LUMO level**: -3.995 eV
**2S+1**: 1

=====

Record 15
A cluster of 2 separate species, C3H9N in total at a distorted geometry, computed with the ωB97M-V functional and the def2-TZVPD basis.

Geometry as XYZ:
```
13
Properties=species:S:1:pos:R:3:lowdin_charge:R:1
C 1.869 1.665 0.386 -0.316
C 2.111 0.417 0.831 -0.264
H 1.255 2.278 1.020 -0.043
H 2.385 2.275 -0.354 -0.040
H 1.592 -0.017 1.607 -0.056
H 2.816 -0.029 0.263 -0.067
C -1.802 -0.644 -1.023 -0.182
N -1.769 -1.272 0.391 -0.101
H -1.632 -1.370 -1.802 0.031
H -2.744 -0.089 -1.156 0.036
H -1.150 0.188 -1.176 0.002
H -0.855 -1.111 0.700 -0.046
H -2.076 -2.291 0.313 0.046
```

**Relative energy (zero: lowest compared OMol25 entry of this formula, charge and spin)**: 202.9 kJ/mol
**Orbital gap (spin up / spin down)**: 2.68 / 8.26 eV
**Charge**: -1
**LUMO level (spin up / spin down)**: 4.386 / 4.276 eV
**2S+1**: 2

=====

Record 16
A cluster of 2 separate species, C3H9N in total at a distorted geometry, computed with the ωB97M-V functional and the def2-TZVPD basis.

Geometry as XYZ:
```
13
Properties=species:S:1:pos:R:3:lowdin_charge:R:1
C 0.553 0.292 -5.896 -0.082
C 0.265 1.059 -4.869 -0.096
H 1.436 -0.330 -5.943 0.046
H -0.142 0.293 -6.727 0.046
H 0.811 1.204 -3.941 0.043
H -0.491 1.838 -4.874 0.043
C -0.650 -0.336 5.378 -0.220
N -0.121 -0.901 4.150 -0.071
H 0.066 0.115 6.068 0.059
H -1.329 -1.013 5.902 0.064
H -1.385 0.430 5.095 0.066
H 0.201 -0.142 3.569 0.056
H 0.358 -1.767 4.270 0.046
```

**Relative energy (zero: lowest compared OMol25 entry of this formula, charge and spin)**: 163.8 kJ/mol
**Structure (SMILES)**: C=C.CN
**Orbital gap**: 10.24 eV
**LUMO level**: 1.289 eV
**2S+1**: 1

=====

Record 17
A cluster of 2 separate species, C3H9N in total at a distorted geometry, computed with the ωB97M-V functional and the def2-TZVPD basis.

Geometry as XYZ:
```
13
Properties=species:S:1:pos:R:3:lowdin_charge:R:1
N 3.465 0.171 1.180 0.003
H 2.927 0.328 2.021 -0.001
H 4.177 -0.517 1.377 0.000
H 4.015 1.015 1.088 -0.001
C -1.662 0.623 -1.444 -0.131
C -2.087 -0.468 -0.509 -0.238
C -1.400 -0.743 0.598 -0.026
H -2.565 1.133 -1.815 0.065
H -1.003 1.378 -1.034 0.068
H -1.298 0.270 -2.411 0.074
H -2.628 -1.280 -0.977 0.088
H -1.357 -1.772 0.937 0.047
H -0.586 -0.136 0.987 0.053
```

**Relative energy (zero: lowest compared OMol25 entry of this formula, charge and spin)**: 119.1 kJ/mol
**Structure (SMILES)**: C=CC.N
**Orbital gap**: 10.48 eV
**LUMO level**: 1.099 eV
**2S+1**: 1